P) Molecular formula: C4H12ClN2Si
Method: DFT, ωB97M-V/def2-TZVPD

```
! wB97M-V def2-TZVPD RIJCOSX def2/J DEFGRID3
* xyz 1 1
C 0.489 0.327 1.175
C 2.837 0.385 0.356
C -0.882 0.944 -1.917
C -1.331 0.332 0.361
N 1.372 0.235 0.272
N -1.162 -0.053 -0.859
Si -2.544 -0.534 1.621
Cl -1.361 2.103 0.542
H 3.236 0.238 1.342
H 3.274 1.304 -0.083
H 3.104 -0.576 -0.068
H -1.034 0.283 -2.772
H -1.652 1.676 -1.985
H 0.053 1.479 -1.837
H 0.963 0.414 2.335
H 1.028 0.112 -0.625
H -1.316 -1.014 -1.089
H -3.858 0.105 0.977
H -2.255 0.297 2.840
H -2.430 -2.012 1.631
*
```

Computed properties:
HOMO level: -13.1 eV

---

Q) Molecular formula: C4H12ClN2Si
Method: DFT, ωB97M-V/def2-TZVPD

```
! wB97M-V def2-TZVPD RIJCOSX def2/J DEFGRID3
* xyz 1 1
C -0.437 -1.815 -2.389
N -0.331 -0.954 -1.244
C 0.686 -0.304 -0.835
Cl 2.290 -0.026 -1.597
C 0.516 0.516 0.368
Si 1.144 2.333 0.446
N -0.863 0.314 0.752
C -1.067 -0.595 1.900
H -1.341 -1.648 -2.879
H -0.402 -2.772 -2.079
H 0.354 -1.641 -3.071
H 1.241 -0.065 1.277
H 0.725 2.480 1.929
H 0.904 3.317 -0.521
H 2.643 2.337 0.715
H -1.119 -0.214 -0.118
H -1.509 1.156 0.909
H -0.267 -1.351 1.977
H -1.048 0.056 2.764
H -2.118 -1.124 1.697
*
```

Computed properties:
SMILES string: C/N=C(\Cl)[C@@H]([SiH3])[NH2+]C
HOMO level: -14.7 eV

---

The energy of each structure relative to the most stable one, in hartree, is as follows: P) 0.0451; Q) 0.0000.

---

P) Molecular formula: C11H18O
Method: DFT, ωB97M-V/def2-TZVPD

```
! wB97M-V def2-TZVPD RIJCOSX def2/J DEFGRID3
* xyz 0 1
C 1.899 0.369 1.829
C 1.530 -1.058 1.477
C 0.225 -1.145 0.678
C -1.042 -1.060 1.281
C -2.095 -1.627 0.579
C -2.038 -1.976 -0.787
O -3.219 -2.273 -1.415
C -0.822 -1.968 -1.413
C 0.275 -1.579 -0.638
H 1.090 1.025 2.157
H 2.133 1.001 0.932
H 2.814 0.550 2.389
H 2.328 -1.531 0.909
H 1.288 -1.637 2.381
H -1.261 -0.712 2.273
H -3.120 -1.460 0.869
H -3.793 -2.842 -0.912
H -0.643 -2.222 -2.446
H 1.287 -1.698 -1.028
C 2.216 4.281 -1.166
C 1.842 3.019 -0.402
C 0.331 3.034 -0.116
H 2.332 4.248 -2.243
H 1.622 5.142 -0.868
H 3.190 4.665 -0.797
H 2.038 2.152 -1.049
H 2.435 2.885 0.493
H -0.047 2.701 0.864
H -0.127 4.038 -0.035
H -0.285 2.478 -0.826
*
```

Computed properties:
SMILES string: CCc1ccc(O)cc1.CCC
HOMO level: -8.5 eV

---

Q) Molecular formula: C11H18O
Method: DFT, ωB97M-V/def2-TZVPD

```
! wB97M-V def2-TZVPD RIJCOSX def2/J DEFGRID3
* xyz 0 1
C 1.901 -0.864 -1.532
C 1.630 0.580 -1.116
C 2.971 1.140 -0.581
C 0.391 0.714 -0.185
C -0.994 0.813 -0.852
C -1.817 -0.302 -0.191
C -3.336 -0.051 -0.278
O -3.962 -0.103 -1.330
C -1.272 -0.465 1.263
C -1.441 -1.928 1.742
C 0.220 -0.040 1.123
C 0.533 1.460 1.153
H 0.930 -1.363 -1.718
H 2.431 -0.873 -2.465
H 2.506 -1.391 -0.789
H 1.336 1.169 -2.014
H 2.850 2.201 -0.373
H 3.805 1.046 -1.302
H 3.212 0.644 0.341
H -1.422 1.821 -0.656
H -0.941 0.635 -1.915
H -1.557 -1.228 -0.735
H -3.957 -0.035 0.615
H -1.805 0.214 1.905
H -2.490 -2.217 1.688
H -1.103 -2.011 2.773
H -0.898 -2.653 1.128
H 1.018 -0.798 1.324
H 1.502 1.735 1.559
H -0.243 2.149 1.417
*
```

Computed properties:
SMILES string: CC(C)[C@@]12C[C@H](C=O)[C@@H](C)[C@@H]1C2
HOMO level: -9.5 eV

---

The energy of each structure relative to the most stable one, in hartree, is as follows: P) 0.0022; Q) 0.0000.

---

P) Molecular formula: H64O32
Method: DFT, ωB97M-V/def2-TZVPD

```
! wB97M-V def2-TZVPD RIJCOSX def2/J DEFGRID3
* xyz 0 1
O 2.145 -2.987 1.577
H 1.450 -2.462 2.098
H 2.241 -2.280 0.849
O 0.854 -5.454 0.608
H 1.163 -4.697 1.093
H 0.051 -5.781 1.084
O 2.191 -0.832 -0.512
H 3.166 -0.711 -0.676
H 1.760 -0.681 -1.405
O -3.933 -1.268 -1.412
H -3.014 -1.704 -1.573
H -4.562 -1.477 -2.092
O -2.154 4.109 -3.067
H -2.748 4.086 -3.818
H -2.027 3.118 -2.906
O 2.207 3.009 1.499
H 1.535 3.565 1.030
H 1.648 2.819 2.291
O 5.118 1.940 1.105
H 5.553 2.688 1.468
H 4.230 2.194 0.948
O -1.433 1.202 -2.577
H -1.656 0.217 -2.674
H -0.460 1.064 -2.475
O 0.858 2.885 -3.436
H 0.721 3.235 -2.560
H 0.336 3.442 -3.979
O 2.749 -0.377 -5.589
H 3.470 -0.932 -5.378
H 2.584 -0.272 -6.557
O -0.427 -2.898 4.341
H 0.072 -3.641 4.572
H -0.936 -3.040 3.485
O -1.552 -2.889 1.904
H -2.456 -2.586 1.934
H -1.076 -2.139 1.510
O 0.088 4.149 -0.029
H -0.712 3.618 0.050
H -0.321 5.044 0.051
O 1.481 -2.748 -3.824
H 2.196 -2.370 -4.413
H 0.990 -1.981 -3.489
O -1.382 -1.800 -1.444
H -1.023 -1.281 -0.667
H -0.990 -2.678 -1.398
O -0.952 -0.883 6.277
H -0.778 -1.670 5.724
H -0.072 -0.680 6.480
O -0.069 -0.465 0.759
H -0.415 0.324 1.173
H 0.814 -0.224 0.473
O -4.554 2.972 4.006
H -4.295 3.073 3.079
H -5.433 2.546 3.989
O -0.005 -4.017 -1.611
H 0.840 -4.030 -2.121
H 0.325 -4.495 -0.776
O 3.854 -4.261 -2.921
H 3.220 -3.533 -2.735
H 3.605 -4.960 -2.308
O -2.095 2.525 -0.194
H -2.123 1.864 -0.891
H -2.201 2.109 0.685
O -4.035 -2.173 2.891
H -4.095 -1.429 3.418
H -4.801 -2.722 3.039
O -2.093 6.073 -0.570
H -2.044 5.426 -1.274
H -2.096 6.944 -0.871
O 0.582 2.495 3.608
H 0.237 3.067 4.337
H -0.209 2.542 3.002
O -1.648 1.148 2.291
H -1.862 0.880 3.238
H -2.518 0.676 2.023
O 4.840 -0.834 0.915
H 4.224 -1.088 1.614
H 5.173 0.128 1.034
O -4.125 4.035 1.174
H -4.635 4.829 1.166
H -3.295 4.269 0.789
O 1.298 0.042 -3.235
H 1.881 -0.340 -3.946
H 1.388 1.001 -3.481
O 5.759 -2.449 -2.366
H 5.286 -3.278 -2.396
H 6.000 -2.139 -1.472
O -3.987 0.659 0.517
H -4.165 -0.052 -0.176
H -4.169 1.544 0.175
O 4.613 -2.244 -4.967
H 4.840 -3.002 -5.480
H 5.136 -2.255 -4.157
O -2.966 0.364 4.550
H -3.507 1.137 4.523
H -2.668 0.133 5.454
*
```

Computed properties:
HOMO level: -10.3 eV

---

Q) Molecular formula: H64O32
Method: DFT, ωB97M-V/def2-TZVPD

```
! wB97M-V def2-TZVPD RIJCOSX def2/J DEFGRID3
* xyz 0 1
O 2.123 -3.061 -5.012
H 2.888 -2.607 -4.657
H 1.458 -2.982 -4.329
O -1.427 -3.625 1.985
H -0.698 -3.640 1.364
H -1.009 -3.627 2.846
O 3.282 -0.766 -0.021
H 3.081 0.064 -0.454
H 3.947 -0.542 0.630
O 0.406 2.492 -4.782
H 0.677 1.685 -5.221
H 1.017 3.156 -5.101
O -1.736 2.142 4.960
H -1.036 2.250 5.603
H -1.317 1.701 4.221
O 1.846 1.096 4.634
H 1.946 1.781 3.973
H 1.462 1.544 5.388
O -0.322 -3.377 -2.792
H 0.385 -3.244 -2.161
H -0.803 -2.549 -2.792
O 4.001 -1.531 -3.743
H 4.923 -1.605 -3.498
H 3.727 -0.682 -3.397
O -4.252 0.344 -2.536
H -5.131 0.706 -2.643
H -4.393 -0.594 -2.404
O -2.385 -1.036 1.518
H -1.788 -1.771 1.657
H -2.413 -0.587 2.363
O 3.313 -2.519 3.259
H 3.018 -2.055 4.043
H 3.976 -1.945 2.876
O 3.664 2.912 3.038
H 3.384 2.783 2.132
H 3.639 3.861 3.163
O -0.056 -0.518 -3.212
H 0.365 -0.191 -4.008
H -0.992 -0.387 -3.365
O -4.864 -2.256 1.763
H -3.959 -2.227 2.073
H -4.921 -1.545 1.124
O 2.052 1.492 -2.034
H 1.408 1.058 -1.475
H 1.570 1.711 -2.831
O 1.830 -4.112 1.451
H 2.529 -3.503 1.686
H 1.835 -4.765 2.152
O -1.160 3.996 -3.218
H -0.843 3.296 -3.788
H -1.623 3.542 -2.514
O -3.082 2.935 1.771
H -3.673 3.102 2.506
H -2.221 2.829 2.175
O 0.874 4.442 1.904
H 1.640 4.907 2.240
H 0.830 4.687 0.980
O 1.502 -2.737 -0.942
H 2.141 -2.042 -0.789
H 1.561 -3.293 -0.165
O -2.320 0.072 -4.394
H -2.652 0.480 -5.193
H -3.028 0.177 -3.758
O -2.153 -0.783 4.402
H -2.512 -0.053 4.906
H -1.970 -1.459 5.055
O 3.350 2.899 0.137
H 3.107 3.823 0.207
H 3.052 2.639 -0.734
O 1.818 -1.633 5.226
H 2.237 -1.717 6.083
H 1.788 -0.690 5.065
O -0.219 2.067 2.296
H -0.045 2.991 2.473
H 0.532 1.776 1.778
O 0.492 0.165 -0.422
H 0.360 -0.454 0.296
H -0.012 -0.200 -1.150
O -4.187 -2.322 -2.938
H -4.867 -2.288 -3.612
H -3.403 -2.612 -3.403
O -2.127 3.092 -0.874
H -1.560 2.330 -0.749
H -2.556 3.212 -0.027
O -3.584 -3.925 -0.112
H -3.387 -3.136 -0.618
H -3.196 -3.761 0.748
O 0.178 -3.462 4.017
H 0.986 -2.949 4.010
H -0.260 -3.209 4.830
O 0.023 5.109 -0.772
H 0.442 5.444 -1.564
H -0.505 4.370 -1.074
O 1.095 -0.088 -5.616
H 1.003 0.127 -6.544
H 1.885 -0.627 -5.572
*
```

Computed properties:
HOMO level: -9.1 eV

---

The energy of each structure relative to the most stable one, in hartree, is as follows: P) 0.0000; Q) 0.0670.

---

P) Molecular formula: C2H6N2O3
Method: DFT, ωB97M-V/def2-TZVPD

```
! wB97M-V def2-TZVPD RIJCOSX def2/J DEFGRID3
* xyz 0 1
O -0.530 -0.968 -0.410
N -1.442 -0.247 -0.116
O -2.725 -0.919 0.270
C -1.452 0.999 0.147
O -0.439 1.793 -0.188
H -2.566 -1.913 0.547
H -2.260 1.496 0.556
H 0.477 1.228 -0.153
C 2.004 -0.530 0.223
N 2.190 0.479 -0.500
H 2.608 -1.429 0.061
H 1.281 -0.398 0.943
H 2.854 0.409 -1.381
*
```

Computed properties:
SMILES string: [O-]/[N+](O)=C\O.C=N
HOMO level: -8.5 eV

---

Q) Molecular formula: C2H6N2O3
Method: DFT, ωB97M-V/def2-TZVPD

```
! wB97M-V def2-TZVPD RIJCOSX def2/J DEFGRID3
* xyz 0 1
C -1.704 -0.786 -0.215
C -0.779 0.162 0.442
N -0.416 1.347 0.081
N 2.314 -0.154 -0.101
O 2.051 0.983 0.447
O 3.451 -0.523 -0.189
O 1.347 -0.843 -0.502
H -1.969 -0.542 -1.180
H -2.533 -0.983 0.390
H -1.106 -1.815 -0.222
H -0.295 -0.101 1.411
H -0.924 1.745 -0.771
H 0.564 1.510 0.410
*
```

Computed properties:
HOMO level: -9.2 eV

---

The energy of each structure relative to the most stable one, in hartree, is as follows: P) 0.0138; Q) 0.0000.

---

P) Molecular formula: C2H6N2O3
Method: DFT, ωB97M-V/def2-TZVPD

```
! wB97M-V def2-TZVPD RIJCOSX def2/J DEFGRID3
* xyz 0 1
N 0.366 -1.430 -0.212
C -0.591 -0.761 0.547
O -0.709 -1.198 2.038
C -0.175 -0.048 1.681
O 0.444 0.948 2.065
H -0.019 -2.324 -0.531
H 1.272 -1.620 0.282
H -1.632 -0.718 0.065
N 0.271 1.979 -1.030
O -0.447 0.890 -1.636
H 1.203 1.564 -0.725
H -0.181 2.177 -0.222
H 0.199 0.540 -2.323
*
```

Computed properties:
SMILES string: N[C@H]1OC1=O.NO
HOMO level: -9.0 eV

---

Q) Molecular formula: C2H6N2O3
Method: DFT, ωB97M-V/def2-TZVPD

```
! wB97M-V def2-TZVPD RIJCOSX def2/J DEFGRID3
* xyz 0 1
O -5.216 -0.039 0.147
N -4.059 -0.124 -0.029
O -3.309 -1.029 0.034
O -3.494 1.119 -0.256
H -2.479 1.148 -0.146
H -0.921 -0.216 1.305
N -1.040 0.485 0.498
C -0.096 0.389 -0.302
C 1.082 -0.534 -0.025
H -0.070 1.082 -1.228
H 1.745 -0.270 0.878
H 0.626 -1.443 0.415
H 1.740 -0.759 -0.841
*
```

Computed properties:
SMILES string: O=[N+]([O-])O.[H]/N=C\C
HOMO level: -10.9 eV

---

R) Molecular formula: C2H6N2O3
Method: DFT, ωB97M-V/def2-TZVPD

```
! wB97M-V def2-TZVPD RIJCOSX def2/J DEFGRID3
* xyz 0 1
C 1.570 0.682 0.696
N -0.702 0.177 0.477
N 0.463 -0.253 0.735
C -1.539 -0.948 -0.104
O -0.853 1.360 -0.282
O 0.425 -1.433 -0.830
O -2.399 -0.640 -0.884
H -1.658 1.151 -0.805
H 0.629 -0.978 -1.663
H -1.461 -1.840 0.514
H 1.539 1.327 -0.182
H 1.503 1.303 1.595
H 2.482 0.094 0.733
*
```

Computed properties:
HOMO level: -9.3 eV

---

The energy of each structure relative to the most stable one, in hartree, is as follows: P) 0.0000; Q) 0.0419; R) 0.0689.